Density functional theory data (ωB97M-V/def2-TZVPD) for C10H19N3O in the gas phase at a distorted geometry.

Last column: Mulliken charge in e.
Element x y z (Å)
N: -1.680 1.988 2.887  -0.521
O: -0.028 0.379 -1.804  -0.650
C: -0.705 2.090 2.151  0.375
C: 0.347 0.490 -0.647  0.446
N: 0.186 1.823 -0.206  0.178
N: 0.993 -0.686 1.583  -0.681
C: 0.372 2.239 1.184  -0.885
C: -1.315 3.800 -0.793  -1.194
C: 0.827 -2.602 -1.627  -1.687
C: 0.513 -3.295 0.865  -1.977
C: -1.346 -2.030 -0.215  -1.671
C: -0.042 2.893 -1.176  -0.616
C: 0.199 -2.159 -0.275  2.100
C: 0.877 -0.808 0.088  -0.447
H: 0.132 -0.312 1.932  0.119
H: 1.217 -1.524 2.098  0.297
H: 0.663 3.334 1.266  0.352
H: 1.310 1.750 1.568  0.463
H: -1.602 4.615 -1.563  0.315
H: -2.100 3.160 -0.685  0.412
H: -1.151 4.353 0.073  0.357
H: 1.481 -3.441 -1.515  0.417
H: 1.466 -1.773 -1.997  0.330
H: 0.150 -2.771 -2.438  0.358
H: 1.578 -3.201 1.115  0.542
H: -0.084 -3.187 1.803  0.354
H: 0.333 -4.320 0.466  0.418
H: -1.606 -1.836 0.848  0.359
H: -1.792 -2.974 -0.611  0.410
H: -1.738 -1.245 -0.874  0.383
H: 0.768 3.590 -1.119  0.368
H: -0.126 2.499 -2.166  0.392
H: 1.904 -0.841 -0.213  0.583

Output
energy relative to the best compared isomer or geometry (same formula, charge and spin): 1.758 eV
electronic energy: -17193.8964 eV

***

Density functional theory data (ωB97M-V/def2-TZVPD) for a molecular structure, C10H19N3O4 at a distorted geometry.

Last column: Mulliken charge in e.
Element x y z (Å)
C: -1.606 -0.788 0.450  0.528
C: -0.057 -0.902 -0.004  0.204
C: -2.142 -0.100 -0.800  -1.048
C: -3.688 -0.171 -1.212  -0.568
C: -4.461 0.413 0.083  0.625
C: 2.119 0.341 0.680  -0.088
C: 2.089 1.611 -0.209  0.336
C: 3.387 -0.738 0.407  0.350
C: 4.887 -0.218 0.743  -1.064
C: 3.249 -1.220 -1.033  -1.141
H: -1.804 -0.506 2.604  0.166
H: -2.606 0.554 1.476  0.281
H: -2.103 -1.710 0.328  0.342
H: -2.051 1.126 -0.671  0.267
H: -1.780 -0.438 -1.770  0.326
H: -4.189 0.750 -2.076  0.346
H: -4.280 -1.260 -1.457  0.297
H: -6.421 -0.045 -1.115  0.338
H: -6.616 0.615 0.521  0.319
H: 0.375 0.165 1.665  0.382
H: 2.458 0.995 1.608  0.189
H: 3.149 -1.704 1.202  0.213
H: 5.107 0.814 0.296  0.242
H: 5.670 -1.054 0.406  0.321
H: 4.865 -0.307 1.843  0.349
H: 2.309 -1.492 -1.623  0.307
H: 4.175 -1.800 -1.112  0.354
H: 3.623 -0.395 -1.854  0.210
H: 2.782 3.180 -0.807  0.334
N: -1.776 -0.014 1.749  -0.645
N: -5.754 0.794 -0.370  -0.704
N: 0.835 -0.164 0.850  -0.025
O: 0.341 -1.273 -1.107  -0.658
O: -4.239 0.470 1.319  -0.627
O: 0.990 2.049 -0.607  -0.634
O: 3.165 2.423 -0.404  -0.426

Output
energy relative to the best compared isomer or geometry (same formula, charge and spin): 9.025 eV
electronic energy: -23331.7198 eV

***

Density functional theory data (ωB97M-V/def2-TZVPD) for C10H19N3O5 in the gas phase at a distorted geometry.

Last column: Mulliken charge in e.
Element x y z (Å)
C: 0.829 -0.169 -0.139  0.664
C: -0.615 -0.316 -0.698  -0.126
C: 1.649 -1.431 -0.542  -0.879
C: 3.093 -1.348 -0.064  -0.562
C: 3.947 -0.282 -0.771  -0.441
C: 4.566 0.698 0.187  -0.940
C: -2.935 0.289 -0.360  -0.069
C: -3.638 1.662 -0.496  0.570
C: -3.643 -0.536 0.676  -0.574
C: -5.041 -0.908 0.192  0.485
H: 1.612 0.716 1.479  0.354
H: 0.793 -0.688 1.887  0.261
H: 1.258 0.744 -0.627  0.039
H: 1.605 -1.614 -1.602  0.327
H: 1.191 -2.312 -0.030  0.385
H: 3.546 -2.377 -0.225  0.312
H: 3.081 -1.196 1.038  0.350
H: 3.317 0.202 -1.586  0.300
H: 4.735 -0.731 -1.384  0.401
H: 4.954 0.136 1.066  0.368
H: 5.459 1.187 -0.251  0.354
H: 3.893 2.244 1.386  0.219
H: 3.220 2.231 -0.149  0.204
H: -1.210 0.805 0.811  0.257
H: -2.994 -0.241 -1.298  0.384
H: -3.108 -1.473 0.902  0.416
H: -3.767 -0.018 1.644  0.340
H: -6.745 -1.179 0.847  0.348
H: -1.964 2.192 -1.305  0.385
N: 0.766 0.164 1.297  -0.594
N: 3.508 1.644 0.667  -0.478
N: -1.521 0.513 -0.091  -0.259
O: -0.939 -1.052 -1.614  -0.675
O: -4.731 1.914 -0.036  -0.552
O: -5.421 -1.121 -0.947  -0.588
O: -5.902 -0.931 1.236  -0.450
O: -2.850 2.583 -1.102  -0.537

Output
energy relative to the best compared isomer or geometry (same formula, charge and spin): 0.424 eV
electronic energy: -25387.4981 eV

***

Density functional theory data (ωB97M-V/def2-TZVPD) for a molecular structure, C10H19NNbO4S at a distorted geometry.

Last column: Mulliken charge in e.
Element x y z (Å)
C: -2.218 0.441 1.160  -1.172
C: -0.939 0.537 0.228  0.174
C: -0.459 -0.931 0.051  0.384
O: 0.573 -1.308 0.518  -0.514
O: -1.303 -1.726 -0.667  -0.244
C: -1.573 -2.992 -0.023  -0.217
C: -0.668 -4.183 -0.470  -1.144
Nb: 0.030 -4.183 -2.616  -0.393
N: 0.829 -4.146 -4.665  -0.676
C: 1.696 -3.322 -4.768  0.512
S: 3.123 -2.563 -4.567  -0.336
H: -3.051 0.014 0.571  0.282
H: -1.942 -0.276 1.965  0.307
H: -2.421 1.456 1.547  0.362
H: -0.131 1.126 0.681  -0.080
H: -1.217 0.956 -0.762  0.325
H: -2.659 -3.211 -0.090  0.406
H: -1.376 -2.833 1.068  0.306
H: -1.268 -5.111 -0.297  0.439
H: 0.228 -4.241 0.182  0.310
H: 1.553 -3.234 -2.187  0.011
H: -0.886 -2.670 -3.048  0.007
H: -1.439 -5.143 -3.147  -0.036
H: 0.962 -5.735 -2.249  -0.037
O: 0.661 3.227 -0.452  -0.520
C: 0.821 3.726 0.621  0.548
O: 0.156 3.334 1.743  -0.335
C: 0.494 4.201 2.835  -0.442
C: 1.828 4.818 2.457  -0.515
C: 1.732 4.891 0.940  -0.448
H: -0.296 4.950 2.941  0.260
H: 0.554 3.621 3.754  0.314
H: 2.007 5.781 2.935  0.330
H: 2.640 4.146 2.741  0.275
H: 1.257 5.814 0.604  0.258
H: 2.703 4.767 0.467  0.299

Output
net charge: -1
energy relative to the best compared isomer or geometry (same formula, charge and spin): 1.031 eV
electronic energy: -32738.8586 eV

***

E_LUMO (eV)
0.7160; -0.0761; 0.5055; 2.0955